85
Properties=species:S:1:pos:R:3 method="wB97M-V/def2-TZVPD" orbital_gap_ev=3.52 lumo_ha=-0.1116 e_homo_ev=-6.56
C 1.69413 -0.32343 4.81032
C 2.87656 -0.13163 3.86720
C 4.20689 -0.52375 4.51435
O 2.71990 -0.99821 2.71006
C 1.62575 -0.68827 1.94779
O 0.93451 -1.60206 1.51505
C 1.36017 0.70723 1.73393
C 0.15442 1.10554 1.00238
C -1.10279 0.80406 1.81662
C -1.58250 1.76487 2.70819
C -2.74266 1.50618 3.43316
C -3.40954 0.28345 3.28245
C -4.62323 0.04037 4.00439
N -5.61197 -0.14600 4.60229
C -2.87512 -0.70670 2.45172
C -1.71530 -0.44738 1.72641
C 1.96523 1.68482 2.62087
O 1.61505 2.84996 2.70828
O 2.99254 1.22753 3.43859
H 0.74796 -0.05200 4.31793
H 1.65902 -1.37533 5.11826
H 1.83151 0.30476 5.69810
H 5.02724 -0.38363 3.80945
H 4.39773 0.09383 5.39337
H 4.18032 -1.57097 4.81548
H 0.25144 2.18729 0.82333
H 0.15995 0.52969 0.07089
H -1.03954 2.71038 2.80938
H -3.13415 2.26532 4.10995
H -3.35868 -1.67903 2.35244
H -1.27884 -1.21760 1.08831
C 4.34877 -6.52722 -3.37425
N 4.31000 -5.72832 -2.13889
C 5.51263 -5.70205 -1.36465
C 6.67333 -5.11168 -1.89746
C 7.84783 -5.07281 -1.14419
C 7.87086 -5.63106 0.13800
C 6.72464 -6.22875 0.67015
C 5.53865 -6.25060 -0.06933
C 3.48362 -4.58699 -2.15342
C 2.58460 -4.37944 -1.08704
C 1.81418 -3.24179 -1.05047
C 1.99104 -2.18682 -2.00223
C 1.31060 -0.96429 -1.77741
C 1.31513 0.19476 -2.60219
C 0.21191 1.10530 -2.55319
C 0.16801 2.24332 -3.33015
C 1.22532 2.54054 -4.21421
N 1.21536 3.75958 -4.94324
C 0.98298 3.65239 -6.39694
C 2.13966 4.77626 -4.54183
C 3.48554 4.72035 -4.92943
C 4.37854 5.68325 -4.45250
C 3.91624 6.70925 -3.62141
C 2.56527 6.78592 -3.26422
C 1.67379 5.81488 -3.71598
C 2.30306 1.64322 -4.32099
C 2.38037 0.54208 -3.48680
C 2.79635 -2.49261 -3.14427
C 3.51620 -3.67101 -3.22346
H 3.35695 -6.52104 -3.84448
H 5.09302 -6.14140 -4.08759
H 4.61314 -7.56161 -3.11758
H 6.62499 -4.67271 -2.89766
H 8.73760 -4.61310 -1.57250
H 8.79293 -5.61465 0.71601
H 6.74408 -6.68720 1.65908
H 4.62216 -6.69454 0.32561
H 2.48792 -5.15984 -0.32962
H 1.07684 -3.10420 -0.26034
H 0.63264 -0.97488 -0.92910
H -0.61251 0.88432 -1.87329
H -0.68332 2.92761 -3.28861
H 1.02199 4.65907 -6.83179
H 1.73865 3.01825 -6.88913
H -0.01339 3.22648 -6.57744
H 3.81738 3.90238 -5.57400
H 5.42783 5.62104 -4.73968
H 4.61266 7.46466 -3.26350
H 2.19436 7.59530 -2.63550
H 0.61265 5.82493 -3.45718
H 3.08605 1.84416 -5.05872
H 3.30028 -0.03860 -3.49058
H 2.84843 -1.80554 -3.98404
H 4.12197 -3.89486 -4.10841

56
Properties=species:S:1:pos:R:3 method="wB97M-V/def2-TZVPD" orbital_gap_ev=4.87 lumo_ha=0.1508 relative_energy_kcal_mol=12.5 total_charge=-2 e_homo_ev=-0.76
Na 1.24661 0.68183 0.41296
C 0.66446 -1.10148 3.15501
N 1.08417 -1.46201 1.81505
C 2.40226 -2.06627 1.81909
C 0.13580 -2.33671 1.13966
C -1.29671 -1.82096 0.94718
N -1.23240 -0.43586 -1.14285
C -1.61883 0.68337 -1.89311
C -0.96707 1.92447 -1.88956
F 0.12082 2.15852 -1.15330
C -1.42424 2.98118 -2.65636
F -0.76071 4.15621 -2.61899
C -2.53985 2.87481 -3.45530
C -3.19047 1.66153 -3.47437
F -4.29049 1.51734 -4.25143
C -2.74452 0.59459 -2.72162
F -3.42261 -0.55161 -2.81643
H 0.51892 -1.99516 3.79299
H -0.26370 -0.53459 3.10305
H 1.42146 -0.46394 3.61581
H 2.41735 -3.02760 2.36899
H 3.11873 -1.38673 2.28250
H 2.71952 -2.25393 0.79148
H 0.03973 -3.27988 1.72115
H 0.58079 -2.60954 0.18583
H -1.78457 -1.79268 1.92362
H -1.82055 -2.59152 0.37046
H -2.88752 3.71142 -4.04374
F 2.62573 -3.84163 -3.23714
C 1.69390 -2.97106 -2.72322
C 2.09731 -1.76758 -2.18421
C 1.17297 -0.85863 -1.63759
C -0.17618 -1.25047 -1.69509
C -0.54680 -2.47268 -2.24914
F -1.84810 -2.87203 -2.27457
C 0.37260 -3.36715 -2.76996
C -1.66309 -0.45232 0.31276
C -3.17189 -0.35464 0.32207
C -3.80213 0.80236 0.62601
C -3.06786 1.93607 1.07092
C -1.71051 1.72917 1.28102
N -1.01404 0.63269 1.03144
H 3.16575 -1.55890 -2.17766
H 0.06642 -4.31684 -3.18551
H -3.72057 -1.22768 -0.01740
H -4.88644 0.84756 0.54601
H -3.53881 2.86979 1.34721
H -1.12845 2.54050 1.72515
F 5.30780 3.60190 1.14688
C 4.59405 3.54099 2.28281
F 3.86308 4.66419 2.35361
F 5.47182 3.57656 3.30160
S 3.53926 2.02348 2.36422
O 4.50998 0.95736 2.28064
O 2.87509 2.17899 3.63574
O 2.69276 2.17518 1.19565

8
Properties=species:S:1:pos:R:3 method="wB97M-V/def2-TZVPD" orbital_gap_ev=13.43 smiles=FC(F)ON(F)F lumo_ha=0.0340 relative_energy_kcal_mol=34.9 e_homo_ev=-12.50
C -0.90644 0.13281 0.16995
N 1.29305 -0.59612 -0.65645
O -0.06798 -0.27993 -0.84720
F -1.92561 -0.65403 0.13326
F -1.35172 1.41175 -0.06165
F 1.40059 -0.84461 0.71357
F 2.08191 0.51922 -0.62105
H -0.52380 0.31092 1.16957

98
Properties=species:S:1:pos:R:3 method="wB97M-V/def2-TZVPD" spin_multiplicity=2 orbital_gap_ev="4.56 / 4.81" lumo_ha="0.1515 / 0.1515" total_charge=-2 e_homo_ev="-0.44 / -0.69"
Yb -0.77010 0.20070 -0.75870
O 0.27330 -5.64530 -3.11420
C -0.00670 -4.53770 -2.33440
C 0.86830 -4.08830 -1.39960
C 0.56080 -2.89880 -0.65530
N -0.59140 -2.15730 -0.93950
C -1.43640 -2.67620 -1.83690
C -1.22580 -3.84340 -2.53760
C -2.72300 -1.86610 -1.98410
O -3.70480 -2.38540 -2.51190
O -2.65740 -0.70030 -1.48380
C 1.47470 -2.38900 0.25520
O 2.55350 -2.96130 0.61910
O 1.13800 -1.12000 0.77580
H 1.17520 -5.91200 -2.90250
H 1.82440 -4.55510 -1.20840
H -1.95860 -4.19230 -3.24230
N -0.88760 -2.79330 1.98810
N -1.78960 -1.87070 1.57320
N -3.08320 -2.14940 1.45190
C -3.59380 -0.96400 1.16960
N -2.69740 0.01120 1.15590
N -1.51910 -0.56320 1.41470
H -0.36940 -3.19970 1.17700
H -0.18050 -2.31600 2.54520
H -4.63890 -0.81560 0.99660
C -1.45280 0.17600 -4.45370
C -1.66370 1.50950 -3.80190
C -2.12830 2.65990 -4.40700
C -2.28340 3.61240 -3.38590
C -1.89640 2.98960 -2.22110
C -1.94860 3.50020 -0.81760
N -1.50110 1.70510 -2.46090
H -0.87760 0.28100 -5.37600
H -2.41680 -0.27620 -4.69690
H -0.92960 -0.51110 -3.78520
H -2.34220 2.79870 -5.45520
H -2.63500 4.62750 -3.48860
H -2.43860 4.47400 -0.78430
H -0.93960 3.60480 -0.40090
H -2.51630 2.78510 -0.21060
C 5.23510 -2.14720 1.15450
Ge 3.58730 -1.81110 2.26140
C 4.40060 -0.50050 3.60370
C 3.19380 -3.38530 3.45420
C 1.99230 -0.64600 1.78060
H 6.06750 -2.39940 1.80670
H 5.51350 -1.26790 0.58320
H 5.06140 -2.96340 0.46660
H 5.25110 -0.94030 4.11820
H 3.68430 -0.18770 4.35540
H 4.75400 0.39780 3.10350
H 4.08880 -3.66320 4.00350
H 2.86760 -4.23670 2.87040
H 2.42110 -3.14440 4.17890
H 2.33390 0.34950 1.49550
H 1.41920 -0.53690 2.70910
C -2.27520 2.79220 2.46360
P -0.65470 2.06930 1.89130
C -0.21290 1.36560 3.53680
C 1.04520 1.56010 4.10480
C 1.34170 1.07870 5.36550
C 0.39480 0.36680 6.08450
C -0.85220 0.13660 5.51610
C -1.15160 0.62780 4.25880
C 0.40490 3.57170 2.00920
C 1.64990 3.49590 1.38150
C 2.54390 4.54730 1.44110
C 2.20150 5.71220 2.11170
C 0.95900 5.80560 2.72050
C 0.07470 4.74380 2.68410
H -2.25850 2.99640 3.53390
H -3.05560 2.06810 2.24150
H -2.47510 3.70670 1.91200
H 1.79370 2.11120 3.55630
H 2.31860 1.27380 5.78800
H 0.62390 -0.01420 7.07090
H -1.59930 -0.42060 6.06320
H -2.12510 0.43550 3.83700
H 1.87990 2.60350 0.81770
H 3.49760 4.47540 0.93940
H 2.88830 6.54870 2.14400
H 0.67930 6.71660 3.23500
H -0.88220 4.84680 3.17480
C 3.61740 0.74600 -1.02200
C 2.28120 1.19080 -1.67120
O 1.22860 1.22180 -0.86260
C 2.00200 0.23010 -2.88480
F 1.41430 0.81930 -3.92950
F 3.09150 -0.38210 -3.39390
F 1.17270 -0.76330 -2.48930
C 2.51010 2.59610 -2.31650
F 3.08710 3.45910 -1.45760
F 1.39090 3.16980 -2.73900
F 3.36140 2.56190 -3.37640
H 3.52040 -0.28420 -0.68760
H 3.82140 1.37850 -0.16160
H 4.44010 0.81840 -1.73000

78
Properties=species:S:1:pos:R:3 method="wB97M-V/def2-TZVPD" spin_multiplicity=4 orbital_gap_ev="6.27 / 6.39" lumo_ha="-0.0106 / -0.0143" relative_energy_kcal_mol=5.8 e_homo_ev="-6.55 / -6.78"
V -0.50761 0.03382 0.37710
C 2.42670 -5.30045 1.18849
C 1.96747 -4.38428 2.31557
N 0.58098 -3.98944 2.17297
C 0.11883 -2.84099 1.63493
S 1.23847 -1.62041 1.15821
N -1.20810 -2.82954 1.50414
N -1.70753 -1.67630 1.02497
C -2.98878 -1.59518 0.84471
C -3.93787 -2.72449 1.10028
C -3.49899 -0.28291 0.42795
C -4.86413 -0.02109 0.33159
C -5.29401 1.25732 0.02685
C -4.35725 2.26147 -0.16222
C -3.01871 1.92650 -0.06734
N -2.59664 0.69092 0.19127
H 3.46873 -5.59048 1.32941
H 2.33770 -4.78744 0.22958
H 1.82238 -6.20868 1.14990
H 2.56828 -3.47845 2.33294
H 2.08592 -4.87574 3.28349
H -0.13353 -4.68020 2.34437
H -3.37211 -3.62108 1.32980
H -4.56714 -2.90765 0.22601
H -4.59635 -2.50331 1.94386
H -5.58005 -0.80982 0.51122
H -6.35236 1.47144 -0.04578
H -4.64967 3.27944 -0.37460
H -2.24374 2.67217 -0.19627
S -0.24914 1.32445 2.48495
C 1.16544 2.12735 1.83241
N 2.13643 2.63795 2.53464
N 2.06758 2.45417 3.83678
C 3.05647 2.93254 4.69135
C 4.13230 3.68119 4.21878
C 5.08698 4.13986 5.11085
C 4.98673 3.86581 6.46884
C 3.91153 3.11972 6.93127
C 2.94946 2.65283 6.05217
N 1.35061 2.36376 0.48059
N 0.58977 1.73806 -0.30560
C 0.76961 2.12845 -1.67194
C -0.32057 2.02774 -2.52323
C -0.21059 2.44194 -3.84265
C 0.99481 2.92966 -4.32062
C 2.09452 3.00409 -3.47047
C 1.98551 2.61397 -2.14747
H 1.30117 1.88756 4.19422
H 4.20212 3.89063 3.16140
H 5.92116 4.72106 4.73877
H 5.73656 4.22888 7.15874
H 3.81931 2.89707 7.98661
H 2.11089 2.06937 6.41399
H -1.25434 1.62444 -2.15319
H -1.06753 2.36288 -4.49928
H 1.08388 3.24656 -5.35165
H 3.04148 3.37507 -3.84079
H 2.82345 2.68288 -1.46798
C 1.56572 -1.25694 -2.44961
P -0.17475 -1.31915 -1.90004
C -0.43470 -3.12261 -1.71665
C -1.12758 -1.02878 -3.43427
C -0.54771 -0.72547 -4.66146
C -1.33941 -0.49548 -5.77938
C -2.72077 -0.55382 -5.68283
C -3.31185 -0.83968 -4.45812
C -2.52008 -1.07203 -3.34525
H 1.89079 -0.22080 -2.55438
H 1.72126 -1.78737 -3.38921
H 2.16291 -1.71986 -1.66520
H -0.21255 -3.63811 -2.65157
H -1.46500 -3.32507 -1.42483
H 0.21910 -3.48888 -0.92647
H 0.52741 -0.64717 -4.75469
H -0.87087 -0.26051 -6.72683
H -3.33687 -0.37352 -6.55424
H -4.39026 -0.87977 -4.37083
H -2.99131 -1.28006 -2.38904

9
Properties=species:S:1:pos:R:3 method="wB97M-V/def2-TZVPD" orbital_gap_ev=7.48 lumo_ha=0.1404 relative_energy_kcal_mol=33.2 total_charge=-1 e_homo_ev=-3.66
C -1.01968 0.32621 -0.03555
O 0.50269 -1.27095 0.46463
C 1.10682 0.00200 0.35588
C -0.82700 -0.96995 0.23452
O 1.96378 0.04675 -0.51985
Hg 3.26447 1.75987 -0.76276
H -0.95049 0.85596 -0.99137
H -1.54030 -1.60123 0.76625
F -2.50029 0.85135 0.48825